No. 1
Entry from the Open Molecules 2025 dataset: a molecular structure, C19H27ClNO5Pd (ωB97M-V/def2-TZVPD).

Geometry as XYZ:
```
54
Properties=species:S:1:pos:R:3:nbo_charge:R:1
Pd 2.257 0.316 0.456 0.939
O 4.381 -0.146 1.182 -0.871
Cl 4.045 -1.006 2.342 2.530
O 5.226 -1.284 3.089 -0.820
O 3.449 -2.218 1.831 -0.861
O 3.074 -0.283 3.127 -0.854
C 0.134 4.716 -2.316 -0.625
C -0.524 3.659 -1.466 0.009
C -1.817 3.852 -0.978 -0.291
C -2.391 2.892 -0.156 0.006
C -3.778 3.086 0.404 -0.623
C -1.679 1.743 0.166 -0.324
C -0.388 1.499 -0.340 0.293
C 0.168 2.501 -1.157 -0.308
N 0.347 0.375 -0.012 -0.671
C -0.148 -1.004 0.044 0.131
C 0.757 -1.884 -0.856 -0.412
C 0.373 -3.362 -0.789 -0.228
C -1.059 -3.525 -1.296 -0.392
C -1.985 -2.686 -0.419 -0.204
C -1.904 -3.182 1.031 -0.400
C -0.468 -3.023 1.543 -0.226
C 0.475 -3.847 0.661 -0.399
C -0.068 -1.545 1.484 -0.419
C -1.589 -1.202 -0.458 -0.416
H -0.599 5.254 -2.921 0.199
H 0.877 4.277 -2.983 0.214
H 0.649 5.451 -1.691 0.210
H -2.364 4.756 -1.227 0.187
H -4.139 4.099 0.221 0.203
H -3.794 2.911 1.482 0.208
H -4.488 2.390 -0.049 0.207
H -2.118 1.062 0.882 0.192
H 1.160 2.332 -1.556 0.248
H 1.803 -1.784 -0.547 0.213
H 0.691 -1.503 -1.879 0.211
H 1.059 -3.938 -1.417 0.205
H -1.361 -4.578 -1.266 0.192
H -1.126 -3.193 -2.337 0.198
H -3.014 -2.775 -0.780 0.198
H -2.205 -4.234 1.083 0.195
H -2.595 -2.611 1.660 0.198
H -0.400 -3.373 2.577 0.207
H 0.203 -4.907 0.718 0.190
H 1.503 -3.744 1.019 0.231
H 0.950 -1.429 1.879 0.220
H -0.723 -0.940 2.120 0.205
H -2.289 -0.675 0.186 0.207
H -1.696 -0.785 -1.464 0.214
C 3.436 2.728 -0.128 -0.271
O 2.992 1.593 -0.818 -0.717
H 3.897 3.404 -0.862 0.160
H 4.192 2.494 0.631 0.162
H 2.611 3.276 0.351 0.152
```

## Properties
* multiplicity: 1
* net charge: -1
* HOMO-LUMO gap (spin up / spin down): 0.25211 / 0.25217 Eh
* molar mass: 491.30 Da
* energy above the lowest of the compared OMol25 structures with the same formula, charge and spin: 0.0 kJ/mol

No. 2
Entry from the Open Molecules 2025 dataset: a molecular structure, C5H8O (ωB97M-V/def2-TZVPD).

Geometry as XYZ:
```
14
Properties=species:S:1:pos:R:3:nbo_charge:R:1
C 1.979 0.476 0.954 -0.494
C -0.010 -0.003 -0.043 -0.209
C -0.526 -1.307 -0.632 -0.403
C -1.173 -0.743 0.584 -0.408
C -0.318 1.230 -0.799 0.427
O 0.385 2.205 -0.892 -0.509
H 1.071 -0.299 0.608 0.223
H 2.451 0.927 0.067 0.174
H 1.583 1.316 1.546 0.166
H -1.065 -1.256 -1.578 0.224
H 0.091 -2.195 -0.525 0.237
H -0.997 -1.241 1.534 0.238
H -2.165 -0.304 0.489 0.224
H -1.308 1.192 -1.311 0.110
```

## Properties
* multiplicity: 1
* HOMO-LUMO gap (spin up / spin down): 0.32472 / 0.32475 Eh
* molar mass: 84.12 Da
* energy above the lowest of the compared OMol25 structures with the same formula, charge and spin: 553.9 kJ/mol

No. 3
Entry from the Open Molecules 2025 dataset: 2 unconnected molecules or ions with the total composition C10H14NO2 at a distorted geometry (ωB97M-V/def2-TZVPD).

Geometry as XYZ:
```
27
Properties=species:S:1:pos:R:3:nbo_charge:R:1
C 1.132 1.564 1.941 -0.195
C 1.637 1.120 0.934 -0.155
C -1.055 0.476 -1.043 -0.346
C -0.813 -0.894 -1.132 0.110
C -1.882 0.597 0.055 0.448
C -2.569 1.789 0.776 -0.654
C 2.943 1.659 -0.978 -0.641
C -1.202 -2.804 0.486 -0.455
C 1.927 -1.635 0.054 -0.177
C 2.371 0.617 -0.125 0.206
N -1.376 -1.512 -0.078 0.003
O -2.066 -0.580 0.640 -0.210
O 2.402 -0.599 -0.483 -0.331
H 0.383 2.043 2.658 0.257
H -0.825 1.289 -1.689 0.278
H -3.176 1.353 1.566 0.253
H -1.793 2.439 1.123 0.258
H -3.271 2.264 0.171 0.257
H 2.120 2.023 -1.808 0.210
H 3.979 1.408 -1.343 0.250
H 3.060 2.525 -0.327 0.244
H -1.141 -3.669 -0.302 0.263
H -0.318 -2.833 1.057 0.235
H -2.039 -3.132 1.123 0.266
H 2.013 -2.552 -0.542 0.184
H -0.081 -1.463 -1.685 0.271
H 1.646 -1.645 1.147 0.175
```

## Properties
* multiplicity: 1
* net charge: +1
* HOMO-LUMO gap (spin up / spin down): 0.23522 / 0.25105 Eh
* molar mass: 180.23 Da
* energy above the lowest of the compared OMol25 structures with the same formula, charge and spin: 796.0 kJ/mol

No. 4
Entry from the Open Molecules 2025 dataset: 2 unconnected molecules or ions with the total composition C5H13NO at a distorted geometry (ωB97M-V/def2-TZVPD).

Geometry as XYZ:
```
20
Properties=species:S:1:pos:R:3:nbo_charge:R:1
C 1.233 -0.346 -1.249 -0.609
C 0.843 0.583 -0.075 -0.430
C -0.098 0.092 1.027 -0.323
C -1.286 -0.504 0.789 0.011
N -2.076 -1.255 1.627 -0.610
C -1.561 -1.689 2.917 -0.415
H 1.347 0.222 -2.161 0.211
H 2.047 -0.982 -0.910 0.209
H 0.412 -1.055 -1.440 0.197
H 0.336 1.495 -0.387 0.210
H 1.778 0.771 0.458 0.206
H 0.240 0.042 2.054 0.189
H -1.549 -0.595 -0.267 0.180
H -2.793 -1.808 1.213 0.382
H -1.186 -0.776 3.374 0.205
H -0.866 -2.525 2.797 0.187
H -2.357 -2.035 3.581 0.202
H 1.066 3.316 -4.638 0.475
H 2.638 3.272 -4.403 0.476
O 1.832 3.777 -4.306 -0.950
```

## Properties
* SMILES: CC/C=C/NC.O
* multiplicity: 1
* HOMO-LUMO gap: 0.30915 Eh
* molar mass: 103.16 Da
* energy above the lowest of the compared OMol25 structures with the same formula, charge and spin: 194.0 kJ/mol